(P)
{"formula": "C25H32N2O2", "method": "the ωB97M-V functional and the def2-TZVPD basis", "charge": 0, "gap_ev": 9.2, "e_lumo_ev": 0.76, "smiles": "OCCC#Cc1ccc(CN2CCN(CCc3ccccc3)[C@H](CCO)C2)cc1", "e_homo_ha": -0.3090, "species": ["O", "C", "C", "C", "C", "C", "C", "C", "C", "C", "N", "C", "C", "N", "C", "C", "C", "C", "C", "C", "C", "C", "C", "C", "C", "O", "C", "C", "C", "H", "H", "H", "H", "H", "H", "H", "H", "H", "H", "H", "H", "H", "H", "H", "H", "H", "H", "H", "H", "H", "H", "H", "H", "H", "H", "H", "H", "H", "H", "H", "H"], "xyz": [[9.7752, -2.7211, 3.5637], [8.4396, -2.8366, 3.1395], [8.2333, -2.3254, 1.7048], [6.8416, -2.4086, 1.3180], [5.6802, -2.4932, 1.0162], [4.3155, -2.5836, 0.6521], [3.4902, -3.5342, 1.2508], [2.1566, -3.6151, 0.8987], [1.6215, -2.7613, -0.0564], [0.1744, -2.8411, -0.4572], [-0.4285, -1.5193, -0.4821], [-0.5177, -0.9405, 0.8426], [-1.0360, 0.4846, 0.7168], [-2.3586, 0.4728, 0.1207], [-3.0520, 1.7343, 0.2678], [-2.4829, 2.9316, -0.5285], [-3.3283, 4.1431, -0.2819], [-4.4196, 4.4231, -1.0954], [-5.2268, 5.5176, -0.8427], [-4.9557, 6.3473, 0.2318], [-3.8728, 6.0758, 1.0507], [-3.0674, 4.9808, 0.7957], [-2.2873, -0.0954, -1.2227], [-3.6586, -0.1105, -1.9047], [-3.6469, -0.7320, -3.3046], [-4.8114, -0.4081, -4.0287], [-1.7411, -1.5238, -1.0927], [2.4485, -1.8157, -0.6543], [3.7795, -1.7212, -0.3058], [10.3356, -3.2479, 2.9827], [7.8551, -2.2312, 3.8362], [8.0937, -3.8783, 3.2116], [8.5711, -1.2868, 1.6418], [8.8357, -2.9239, 1.0114], [3.9013, -4.2014, 1.9944], [1.5231, -4.3523, 1.3725], [-0.3674, -3.5275, 0.2193], [0.1106, -3.2525, -1.4711], [0.4763, -0.9362, 1.2951], [-1.1999, -1.5205, 1.4902], [-1.1046, 0.9370, 1.7083], [-0.3146, 1.0601, 0.1127], [-3.0304, 1.9855, 1.3325], [-4.0999, 1.5909, -0.0036], [-2.4768, 2.6904, -1.5926], [-1.4565, 3.1182, -0.2086], [-4.6343, 3.7821, -1.9392], [-6.0689, 5.7248, -1.4870], [-5.5842, 7.2032, 0.4290], [-3.6546, 6.7204, 1.8899], [-2.2212, 4.7744, 1.4362], [-1.5779, 0.4732, -1.8537], [-4.3653, -0.6463, -1.2655], [-4.0165, 0.9126, -2.0261], [-2.8204, -0.3229, -3.8908], [-3.5319, -1.8228, -3.2506], [-5.5781, -0.7266, -3.5392], [-1.6468, -1.9665, -2.0860], [-2.4601, -2.1219, -0.5033], [2.0255, -1.1480, -1.3892], [4.4180, -0.9835, -0.7698]]}

(Q)
{"formula": "C25H32N2O2", "method": "the ωB97M-V functional and the def2-TZVPD basis", "charge": 0, "gap_ev": 8.5, "e_lumo_ev": 0.27, "e_homo_ha": -0.3027, "species": ["O", "H", "C", "H", "C", "C", "C", "C", "C", "C", "C", "C", "C", "H", "H", "C", "N", "C", "C", "N", "C", "H", "C", "C", "C", "C", "C", "C", "C", "H", "H", "H", "H", "H", "H", "H", "H", "C", "C", "H", "H", "C", "H", "H", "C", "O", "H", "H", "H", "H", "H", "H", "H", "H", "H", "H", "H", "H", "H", "H", "H"], "xyz": [[6.6362, 3.6071, -0.4773], [5.9715, 3.0169, -0.6431], [7.8603, 2.9058, -0.2696], [8.5760, 3.4820, -0.0868], [7.4922, 1.7678, 0.8507], [6.3474, 0.9060, 0.8129], [5.4036, 0.1255, 0.6566], [4.4134, -0.6234, 0.0871], [3.7205, -1.2778, 1.1511], [2.7784, -2.2192, 0.9563], [2.2792, -2.2106, -0.3271], [2.9025, -1.6589, -1.4773], [4.0651, -1.0644, -1.2204], [4.5785, -0.2942, -1.8786], [2.7075, -1.9558, -2.5283], [1.0826, -3.3274, -0.5128], [-0.0924, -2.7617, -0.5981], [-0.2866, -1.6678, -1.6255], [-1.5817, -0.9687, -1.8088], [-2.1607, -0.4729, -0.3599], [-1.5987, 0.7773, -0.2770], [-0.5944, 0.9260, -0.2602], [-2.2661, 2.0180, -0.9126], [-3.7768, 2.0435, -0.4345], [-4.6487, 1.3397, -1.4676], [-5.8980, 1.2434, -0.8748], [-6.3919, 1.9160, 0.1148], [-5.4453, 3.0921, 0.7023], [-4.2268, 2.8384, 0.4862], [-3.3977, 3.4839, 0.9337], [-5.7931, 3.7323, 1.4495], [-7.4751, 2.1152, 0.2734], [-6.6641, 0.6104, -1.3282], [-4.3427, 0.3572, -2.0172], [-2.1891, 1.6603, -2.0364], [-1.7158, 3.0462, -0.6941], [-1.6451, 0.9909, 0.7060], [-1.9626, -1.5329, 0.8090], [-0.5214, -1.9858, 0.6461], [-0.5374, -2.6821, 1.4848], [0.2270, -1.2646, 1.0867], [-2.6451, -1.1103, 2.1644], [-2.6246, -2.1459, 2.5418], [-1.8957, -0.6218, 2.4649], [-4.0295, -0.5286, 1.7971], [-4.6122, -1.3265, 0.9601], [-4.3675, -1.1710, 0.1253], [-4.2621, -0.8260, 2.8907], [-3.8477, 0.5660, 1.5047], [-2.6784, -2.3419, 0.2311], [-1.7383, -0.2664, -2.5708], [-2.3355, -1.8566, -2.0494], [0.1632, -2.0367, -2.7596], [0.5250, -0.8593, -1.4757], [1.1973, -4.1517, 0.2327], [1.3132, -3.6695, -1.4095], [2.2163, -2.7461, 1.7068], [4.0000, -1.1208, 2.3212], [8.4164, 1.5085, 1.2741], [7.3405, 2.5739, 2.1386], [8.0354, 2.0975, -1.1791]]}

Stability check: which of them is least stable? (Q).

(P)
{"formula": "C4H8Br2Si", "method": "the ωB97M-V functional and the def2-TZVPD basis", "charge": 0, "gap_ev": 10.7, "e_lumo_ev": 0.46, "smiles": "C=C[Si](Br)(Br)CC", "e_homo_ha": -0.3751, "species": ["C", "C", "Si", "Br", "Br", "C", "C", "H", "H", "H", "H", "H", "H", "H", "H"], "xyz": [[-0.6700, -0.7370, 2.2152], [0.5621, -0.5865, 1.6887], [1.1457, -0.1469, -0.1002], [2.8879, -1.7423, -0.5807], [2.1999, 1.8653, 0.1215], [-0.2456, -0.3459, -1.3446], [-0.8720, 1.0327, -1.5429], [-0.6768, -1.0074, 3.2361], [-1.6073, -0.7865, 1.5356], [1.4361, -0.6409, 2.4143], [0.0421, -0.7521, -2.3051], [-1.0451, -0.8247, -0.7432], [-1.1146, 1.6135, -0.4893], [-0.2461, 1.8724, -1.9594], [-1.7961, 1.1863, -2.1460]]}

(Q)
{"formula": "C4H8Br2Si", "method": "the ωB97M-V functional and the def2-TZVPD basis", "charge": 0, "gap_ev": 7.8, "e_lumo_ev": -1.40, "e_homo_ha": -0.3364, "species": ["C", "C", "C", "C", "Si", "Br", "Br", "H", "H", "H", "H", "H", "H", "H", "H"], "xyz": [[-1.0879, -1.7010, -1.8215], [-1.2000, -0.3745, -1.5224], [1.4301, 0.2235, 1.7536], [0.0258, 0.5119, 1.4188], [-0.3746, 0.8378, -0.3798], [-1.6148, 2.7254, -0.5603], [2.1651, 0.7658, -2.1011], [-1.6343, -2.1959, -2.5348], [-0.4610, -2.4975, -1.4038], [-1.9838, 0.1694, -2.1210], [1.9389, -0.5016, 1.0678], [2.0839, 1.1588, 1.6790], [1.6123, -0.2645, 2.7796], [-0.3432, 1.4164, 2.0005], [-0.5565, -0.2739, 1.7454]]}

Stability check: which of them is least stable? (Q).

(P)
{"formula": "C17H35N4O10", "method": "the ωB97M-V functional and the def2-TZVPD basis", "charge": 1, "gap_ev": 9.6, "e_lumo_ev": -2.10, "smiles": "N[C@@H]1[C@@H](O[C@H]2[C@@H](O[C@@H]3O[C@H](CO)[C@@H](O)[C@H]3O)[C@H](O)[C@H](N)C[C@H]2N)O[C@@H](C[NH3+])[C@H](O)[C@@H]1O", "e_homo_ha": -0.4312, "species": ["N", "C", "C", "O", "C", "C", "O", "C", "O", "C", "C", "O", "C", "O", "C", "O", "C", "O", "C", "N", "C", "C", "N", "O", "C", "C", "N", "C", "O", "C", "O", "H", "H", "H", "H", "H", "H", "H", "H", "H", "H", "H", "H", "H", "H", "H", "H", "H", "H", "H", "H", "H", "H", "H", "H", "H", "H", "H", "H", "H", "H", "H", "H", "H", "H", "H"], "xyz": [[4.3761, -1.6017, 1.8124], [3.0962, -0.9178, 1.7490], [2.1700, -1.5513, 0.6900], [0.9000, -0.9542, 0.7426], [-0.2023, -1.8166, 0.4861], [-1.4978, -1.0363, 0.7777], [-1.6915, 0.0462, -0.1219], [-1.1441, 1.2717, 0.3059], [-1.8958, 1.8715, 1.3107], [-2.7682, 2.8296, 0.7318], [-4.0764, 2.1763, 0.2406], [-4.6207, 1.3083, 1.1917], [-1.9460, 3.4422, -0.4174], [-0.9976, 4.3799, 0.0221], [-1.1465, 2.2212, -0.9220], [0.1343, 2.5293, -1.3863], [-2.7078, -1.9865, 0.6604], [-2.6304, -3.0152, 1.6174], [-2.7457, -2.6418, -0.7427], [-3.8287, -3.5803, -0.9187], [-1.4241, -3.3720, -1.0092], [-0.2158, -2.4349, -0.9223], [-0.2484, -1.4015, -1.9722], [2.7252, -1.4742, -0.5968], [3.3299, -0.2296, -0.9461], [2.9891, 0.0870, -2.4028], [1.5537, 0.3728, -2.5718], [2.8995, 0.9160, -0.0115], [3.4435, 2.1283, -0.4427], [3.3462, 0.5861, 1.4291], [4.6965, 0.9318, 1.5569], [4.6393, -1.9692, 0.9043], [4.3683, -2.3655, 2.4745], [2.6027, -0.9934, 2.7201], [2.0824, -2.6302, 0.8926], [-0.1717, -2.6519, 1.2022], [-1.4430, -0.6408, 1.7992], [-0.1367, 1.1069, 0.7061], [-2.9817, 3.5555, 1.5238], [-3.8760, 1.5545, -0.6346], [-4.7867, 2.9681, -0.0374], [-4.7717, 1.7848, 2.0165], [-2.5886, 3.8662, -1.1985], [-1.4375, 5.1531, 0.3896], [-1.6790, 1.7261, -1.7397], [0.4413, 3.3089, -0.8932], [-3.6176, -1.3846, 0.7962], [-2.8566, -2.6686, 2.4866], [-2.8925, -1.8367, -1.4724], [-3.7621, -4.3138, -0.2208], [-4.7261, -3.1235, -0.8014], [-1.3234, -4.1665, -0.2698], [-1.4759, -3.8373, -1.9945], [0.7071, -3.0081, -1.0696], [-0.4775, -1.8567, -2.8529], [-1.0028, -0.7572, -1.7314], [4.4237, -0.3327, -0.8797], [3.5829, 0.9512, -2.7062], [3.2496, -0.7764, -3.0166], [1.2735, 1.2201, -2.0460], [1.3538, 0.5477, -3.5557], [0.8611, -0.4921, -2.2144], [1.8115, 1.0105, -0.0307], [4.2776, 2.2503, 0.0394], [2.7629, 1.2104, 2.1188], [5.1699, 0.1239, 1.8300]]}

(Q)
{"formula": "C17H35N4O10", "method": "the ωB97M-V functional and the def2-TZVPD basis", "charge": 1, "gap_ev": 4.8, "e_lumo_ev": -7.07, "smiles": "NC[C@H]1O[C@H](O[C@@H]2[C@@H](O[C@@H]3O[C@H](CO)[C@@H](O)[C@@H]3O)[C@@H](O)[C@@H]([NH3+])C[C@H]2N)[C@@H](N)[C@@H](O)[C@H]1O", "e_homo_ha": -0.4362, "species": ["N", "C", "C", "O", "C", "O", "C", "C", "O", "C", "O", "C", "C", "O", "C", "O", "C", "O", "C", "O", "C", "N", "C", "C", "N", "C", "N", "C", "O", "C", "O", "H", "H", "H", "H", "H", "H", "H", "H", "H", "H", "H", "H", "H", "H", "H", "H", "H", "H", "H", "H", "H", "H", "H", "H", "H", "H", "H", "H", "H", "H", "H", "H", "H", "H", "H"], "xyz": [[-0.3509, 2.9133, 1.1462], [0.8039, 3.3014, 0.3449], [1.7016, 2.0868, 0.0972], [1.0178, 1.1771, -0.7734], [1.7051, -0.0310, -0.9553], [1.8397, -0.7437, 0.2475], [0.7591, -1.5946, 0.5748], [-0.5345, -0.8363, 0.9450], [-1.6223, -1.7588, 0.8817], [-2.4639, -1.6456, -0.2262], [-1.7305, -1.4027, -1.4053], [-2.5322, -0.6838, -2.3433], [-1.8058, 0.5937, -2.8023], [-1.5913, 1.5014, -1.7397], [-3.8896, -0.4072, -1.6474], [-4.8449, -1.3876, -1.9391], [-3.5367, -0.5264, -0.1606], [-3.0652, 0.6736, 0.3830], [-0.5060, -0.1621, 2.3326], [-1.8135, 0.1157, 2.7728], [0.0875, -1.0813, 3.4136], [-0.9411, -2.1319, 3.6263], [1.4079, -1.7139, 2.9982], [1.2492, -2.5156, 1.7014], [0.2965, -3.6147, 1.9209], [3.0970, 0.1871, -1.5720], [2.9262, 0.7031, -2.9238], [3.8996, 1.2102, -0.7331], [5.1075, 1.5322, -1.3612], [3.0551, 2.4798, -0.5139], [2.9276, 3.1921, -1.7114], [-0.7118, 3.7153, 1.6490], [-1.1003, 2.5812, 0.5497], [1.3960, 4.0249, 0.9069], [0.5452, 3.7498, -0.6224], [1.8863, 1.5756, 1.0509], [1.0836, -0.6035, -1.6632], [0.5073, -2.2074, -0.3071], [-0.6732, -0.0536, 0.1981], [-2.9818, -2.6157, -0.2871], [-2.6896, -1.3270, -3.2187], [-0.8598, 0.3146, -3.2700], [-2.4307, 1.0952, -3.5482], [-0.6544, 1.4830, -1.4740], [-4.2558, 0.5999, -1.8802], [-5.2052, -1.2520, -2.8227], [-4.3965, -0.8457, 0.4296], [-2.5665, 1.1452, -0.3222], [0.0774, 0.7651, 2.2548], [-2.3347, 0.4785, 2.0291], [0.2051, -0.4921, 4.3275], [-0.9658, -2.4948, 4.5769], [-1.8329, -1.6561, 3.3887], [-0.6721, -2.9078, 2.8900], [2.1467, -0.9326, 2.8272], [1.7763, -2.3650, 3.7923], [2.2363, -2.8831, 1.3918], [-0.1435, -3.8968, 1.0518], [0.7662, -4.4212, 2.3199], [3.6298, -0.7768, -1.5385], [2.4749, 0.0172, -3.5197], [3.8465, 0.8855, -3.3157], [4.1347, 0.7460, 0.2312], [4.9692, 2.3570, -1.8523], [3.5784, 3.1460, 0.1806], [2.5504, 2.5858, -2.3754]]}

Stability check: which of them is least stable? (P).